1.
Computed, not measured: one molecule with the formula C4H11PS, with ωB97M-V/def2-TZVPD.

Results
LUMO energy	0.69	eV
charge	0
energy above the lowest of the compared OMol25 structures with the same formula, charge and spin	271.5	kJ/mol

Cartesian coordinates (Å):
C1 1.86855 -0.35739 1.04867
P1 0.45801 0.02207 0.24421
C2 0.60645 -0.87563 -1.31426
C3 0.17057 1.93173 -0.05693
C4 -1.37727 -0.56111 0.83779
S1 -2.82795 -0.07886 -0.14599
H1 2.35409 0.29195 1.75966
H2 2.39392 -1.14631 0.70897
H3 -0.11152 -0.51916 -2.21578
H4 1.55460 -0.78960 -1.71799
H5 0.20800 -1.83321 -1.13815
H6 -0.26785 1.96567 -0.93841
H7 -0.27674 2.31197 0.86459
H8 1.18669 2.35466 -0.19648
H9 -1.28526 0.04478 1.74786
H10 -1.42593 -1.52366 1.18947
H11 -3.22837 -1.23789 -0.67723

Results of the Mulliken charge analysis, in e, for atoms 1 through 8: number 1, C, carries -1.2061; number 2, P, carries 0.9741; number 3, C, carries -1.2962; number 4, C, carries -1.2091; number 5, C, carries -0.9311; number 6, S, carries -0.2033; number 7, H, carries 0.2581; number 8, H, carries 0.3477

=====

2.
Computed, not measured: a 2-piece molecular cluster, C4H11PS overall, with ωB97M-V/def2-TZVPD.

Results
LUMO energy (alpha / beta)	-0.72 / -0.72	eV
charge	0
energy above the lowest of the compared OMol25 structures with the same formula, charge and spin	557.3	kJ/mol

Cartesian coordinates (Å):
C1 2.13168 0.10567 2.68229
C2 -0.22564 -1.59784 -1.08876
C3 0.41547 1.18202 -1.39510
C4 -0.97188 0.47562 1.01299
P1 0.45912 -0.05837 -0.07882
S1 -2.65600 0.21090 0.12015
H1 2.48194 -0.58286 1.89022
H2 2.30891 1.04871 2.15368
H3 0.24805 -1.35491 -2.03496
H4 0.07160 -2.51260 -0.71623
H5 -1.29876 -1.50185 -1.30253
H6 1.18121 0.83595 -2.16784
H7 -0.54452 1.34958 -1.88636
H8 0.82931 2.01100 -0.86772
H9 -0.78968 1.48374 1.10401
H10 -1.19439 -0.03555 2.04524
H11 -2.44642 -1.05918 0.52974

Results of the Mulliken charge analysis, in e, for atoms 1 through 8: number 1, C, carries -0.4455; number 2, C, carries -1.1537; number 3, C, carries -1.1615; number 4, C, carries -0.7446; number 5, P, carries 0.3148; number 6, S, carries -0.2121; number 7, H, carries 0.2155; number 8, H, carries 0.2060